Record 1
42
Properties=species:S:1:pos:R:3 method="wB97M-V/def2-TZVPD" lumo_ev=-1.86 smiles="CC(=O)OCP(S)B(O)O.O=C1C=CC(=O)C=C1.O=C1C=CC(=O)C=C1" e_homo_ev=-8.43 multiplicity=1 orbital_gap_ev=6.6
C 4.10 6.16 -2.72
C 4.29 4.68 -3.33
O 4.62 4.60 -4.52
O 4.12 3.61 -2.44
C 3.38 2.51 -3.03
P 1.51 2.57 -2.72
S 0.65 1.37 -4.28
B 0.78 4.32 -2.94
O 0.78 5.34 -1.92
O 0.16 4.62 -4.21
H 3.80 6.11 -1.63
H 3.34 6.76 -3.30
H 5.13 6.64 -2.77
H 3.60 2.35 -4.14
H 3.76 1.56 -2.51
H 1.00 0.06 -3.93
H 0.50 4.97 -1.06
H -0.39 5.43 -4.13
C -1.44 -1.19 0.25
C -1.41 0.06 -0.23
C -0.60 1.11 0.41
O -0.57 2.24 -0.03
C 0.18 0.73 1.62
C 0.14 -0.51 2.10
C -0.67 -1.56 1.45
O -0.70 -2.70 1.89
H -2.03 -1.97 -0.21
H -1.97 0.35 -1.11
H 0.77 1.52 2.08
H 0.71 -0.80 2.98
C -3.86 -6.76 4.59
C -4.54 -6.15 3.62
C -3.86 -5.25 2.66
O -4.48 -4.69 1.77
C -2.40 -5.06 2.81
C -1.72 -5.68 3.78
C -2.40 -6.57 4.74
O -1.78 -7.13 5.62
H -4.34 -7.42 5.30
H -5.61 -6.28 3.49
H -1.92 -4.41 2.10
H -0.65 -5.55 3.90

=====

Record 2
26
Properties=species:S:1:pos:R:3 method="wB97M-V/def2-TZVPD" lumo_ev=0.11 e_homo_ev=-7.26 relative_energy_kj_mol=120.1 multiplicity=1 orbital_gap_ev=7.4
Br -2.07 0.01 4.16
C 1.96 1.74 -0.36
O 1.33 1.47 0.85
C 1.82 0.23 1.49
C 1.00 -0.92 1.03
N -0.51 -0.45 1.18
H -0.76 -0.31 2.15
H -0.50 0.52 0.92
C -1.55 -1.24 0.42
C -1.37 -0.95 -0.99
O -1.30 0.44 -1.24
C -1.26 0.71 -2.64
H 1.58 1.04 -1.10
H 3.01 1.45 -0.44
H 1.82 2.77 -0.68
H 1.63 0.25 2.56
H 2.90 0.12 1.41
H 1.09 -1.84 1.59
H 1.31 -1.16 0.01
H -2.53 -1.04 0.87
H -1.42 -2.29 0.68
H -2.10 -1.48 -1.61
H -0.49 -1.54 -1.24
H -0.63 0.06 -3.24
H -0.76 1.68 -2.62
H -2.20 0.75 -3.18

=====

Record 3
14
Properties=species:S:1:pos:R:3 method="wB97M-V/def2-TZVPD" lumo_ev=-3.86 e_homo_ev=-12.36 relative_energy_kj_mol=503.5 total_charge=+1 multiplicity=1 orbital_gap_ev=8.5
C -1.82 1.93 0.86
C -0.31 -1.30 0.81
C -0.11 0.17 0.64
N -1.04 1.07 0.65
N 1.36 0.66 0.63
H -2.38 2.72 0.35
H -0.34 0.32 -2.43
H -0.24 -1.98 -0.06
H 0.36 -1.68 1.53
H -1.29 -1.38 1.28
H 0.06 -0.15 -1.81
H 1.59 1.34 1.38
H 1.54 0.96 -0.46
H 2.00 -0.12 0.85

=====

Record 4
77
Properties=species:S:1:pos:R:3 method="wB97M-V/def2-TZVPD" lumo_ev=1.95 e_homo_ev=-3.87 relative_energy_kj_mol=0.0 total_charge=-1 multiplicity=1 orbital_gap_ev=5.8
Rb 0.02 -0.22 0.17
C -3.74 3.42 -0.31
C -2.56 2.51 0.06
N -1.75 1.99 -1.02
C -0.72 2.86 -1.55
C -1.14 4.07 -2.38
C -2.47 1.24 -2.05
C -3.42 0.17 -1.52
N -2.75 -0.78 -0.65
C -3.48 -1.77 -0.16
C -2.88 -2.71 0.74
F -1.57 -2.51 1.08
C -3.51 -3.78 1.30
F -2.82 -4.58 2.13
C -4.85 -4.07 1.04
C -5.48 -3.19 0.19
F -6.78 -3.40 -0.11
C -4.86 -2.10 -0.38
F -5.63 -1.33 -1.20
H -4.33 3.63 0.58
H -4.40 2.94 -1.04
H -3.41 4.38 -0.73
H -2.95 1.65 0.62
H -1.89 3.05 0.73
H -0.08 2.22 -2.17
H -0.10 3.20 -0.71
H -1.80 3.78 -3.20
H -0.26 4.54 -2.82
H -1.65 4.82 -1.78
H -1.71 0.78 -2.69
H -3.06 1.90 -2.70
H -3.85 -0.29 -2.41
H -4.26 0.67 -1.01
H -5.35 -4.92 1.48
C 0.09 2.54 2.93
N 0.63 1.20 2.82
C 0.01 0.30 3.78
C 2.08 1.24 2.95
C 2.79 -0.11 2.97
N 2.47 -0.89 1.80
C 3.28 -1.89 1.48
C 3.10 -2.54 0.22
F 2.08 -2.10 -0.57
C 3.90 -3.53 -0.27
F 3.64 -4.02 -1.51
C 4.98 -4.03 0.44
C 5.17 -3.46 1.69
F 6.19 -3.92 2.46
C 4.38 -2.46 2.20
F 4.66 -2.04 3.47
H 0.33 3.00 3.91
H -1.00 2.51 2.83
H 0.50 3.17 2.15
H 0.34 -0.72 3.60
H -1.08 0.33 3.65
H 0.24 0.58 4.82
H 2.35 1.78 3.88
H 2.46 1.83 2.11
H 2.55 -0.62 3.92
H 3.86 0.14 3.05
H 5.62 -4.82 0.06
C 3.85 0.70 -0.75
O 2.63 1.24 -1.23
C 2.56 1.21 -2.64
C 1.99 -0.08 -3.17
O 0.63 -0.17 -2.77
C 0.04 -1.40 -3.15
H 4.69 1.34 -1.03
H 4.03 -0.31 -1.13
H 3.77 0.63 0.34
H 3.55 1.37 -3.08
H 1.92 2.04 -2.95
H 2.55 -0.94 -2.77
H 2.07 -0.10 -4.26
H -0.07 -1.47 -4.24
H -0.94 -1.45 -2.68
H 0.64 -2.25 -2.80